# 1
ORCA calculation (wB97M-V/def2-TZVPD) on one molecule with the formula C13H13OP.

Bonds (Å) are listed after each position.
Positions of all 28 atoms, in Å:
1 C -1.029 -4.372 1.969  C2 1.388, C3 1.388, H16 1.080
2 C -1.653 -3.372 1.237  C1 1.388, C4 1.380, H17 1.081
3 C 0.261 -4.177 2.444  C1 1.388, C5 1.379, H18 1.081
4 C -1.001 -2.186 0.968  C2 1.380, C6 1.399, H19 1.080
5 C 0.918 -2.992 2.191  C3 1.379, C6 1.402, H20 1.082
6 C 0.300 -1.981 1.442  C4 1.399, C5 1.402, P15 1.787
7 C -1.701 2.023 -1.853  C8 1.307, C9 1.454, H21 1.103
8 C -2.624 1.100 -1.782  C7 1.307, H22 1.065
9 C -0.341 2.117 -1.350  C7 1.454, C10 1.355, C11 1.518
10 C 0.441 1.401 -0.505  C9 1.355, C12 1.506, O14 1.344
11 C 0.420 3.355 -1.787  C9 1.518, C13 1.531, H23 1.092, H24 1.096
12 C 1.778 2.056 -0.281  C10 1.506, C13 1.526, H25 1.096, H26 1.094
13 C 1.877 3.093 -1.396  C11 1.531, C12 1.526, H27 1.091, H28 1.088
14 O 0.173 0.251 0.137  C10 1.344, P15 1.668
15 P 1.262 -0.504 1.150  C6 1.787, O14 1.668
16 H -1.544 -5.300 2.168  C1 1.080
17 H -2.659 -3.520 0.871  C2 1.081
18 H 0.754 -4.955 3.010  C3 1.081
19 H -1.486 -1.412 0.393  C4 1.080
20 H 1.922 -2.834 2.561  C5 1.082
21 H -1.947 2.939 -2.417  C7 1.103
22 H -3.629 1.011 -2.124  C8 1.065
23 H 0.311 3.536 -2.858  C11 1.092
24 H 0.023 4.230 -1.261  C11 1.096
25 H 1.784 2.512 0.715  C12 1.096
26 H 2.582 1.315 -0.311  C12 1.094
27 H 2.413 2.666 -2.244  C13 1.091
28 H 2.395 3.998 -1.086  C13 1.088

Output
Frontier orbital gap (spin up / spin down) ... 6.85 / 7.33 eV
2S+1 ... 1
LUMO (spin up / spin down) ... -0.107 / -0.866 eV
Energy above the lowest of the compared OMol25 structures with the same formula, charge and spin ... 59.2 kcal per mole
Energy ... -919.618358 Eh
Molecular weight ... 216.220 g mol⁻¹
Maximum force ... 1.1 eV/A

Here are the Mulliken charges for atoms 1 to 8, given in e: C -0.455; C -0.524; C -0.532; C -0.253; C -0.696; C 0.535; C -0.035; C -0.949

---

# 2
ORCA calculation (wB97M-V/def2-TZVPD) on a 2-piece molecular cluster, C2H4O4 overall.

Bonds (Å) are listed after each position.
Positions of all 10 atoms, in Å:
1 C -0.561 1.447 0.122  C2 1.329, H7 1.023, H8 1.068
2 C -0.717 0.204 -0.322  C1 1.329, O6 1.265
3 O 1.707 -0.126 0.696  O5 1.399, H9 0.939
4 O -1.268 -2.008 -0.513  O6 1.401, H10 1.050
5 O 1.070 -0.691 -0.413  O3 1.399
6 O -1.524 -0.656 -0.780  C2 1.265, O4 1.401
7 H -1.395 1.921 0.477  C1 1.023
8 H 0.331 1.974 0.383  C1 1.068
9 H 2.630 -0.085 0.529  O3 0.939
10 H -0.272 -1.980 -0.180  O4 1.050

Output
Frontier orbital gap (spin up / spin down) ... 6.55 / 6.12 eV
2S+1 ... 3
LUMO (spin up / spin down) ... 0.251 / -2.815 eV
Energy above the lowest of the compared OMol25 structures with the same formula, charge and spin ... 158.2 kcal per mole
Energy ... -379.133452 Eh
Molecular weight ... 92.050 g mol⁻¹
Maximum force ... 5.2 eV/A

Here are the Mulliken charges for atoms 1 to 8, given in e: C -0.868; C 0.443; O -0.190; O -0.297; O -0.196; O -0.201; H 0.282; H 0.275